# 1
Here is 5 unconnected molecules or ions with the total composition C26H43BCl2IO10 from OMol25. Energies are from the ωB97M-V functional and the def2-TZVPD basis.

- Net charge: -1
- E_LUMO: 0.077 Ha
- Spin multiplicity: 1

Geometry as XYZ:
```
83
Properties=species:S:1:pos:R:3:lowdin_charge:R:1
C 4.3963 0.9913 0.6314 -0.123
C 5.3360 0.1040 -0.1872 -0.249
C 4.7128 -1.2244 -0.6793 -0.178
C 3.4830 -1.7141 0.0803 -0.295
O 2.3233 -1.0109 -0.2702 -0.079
B 1.1394 -1.8192 -0.6756 -0.910
O 1.4774 -2.6768 -1.8404 0.007
C 0.0013 -0.6915 -1.1006 -0.166
C -0.6978 -0.0510 0.0846 -0.314
C -1.6380 1.1432 -0.1631 -0.628
I -2.5301 1.2786 -2.1147 0.777
C 0.5832 -2.7682 0.5551 -0.530
Cl 1.1546 -2.4266 2.1881 0.630
C -0.3099 -3.7402 0.4036 -0.729
C -0.9240 -4.1069 -0.9188 -0.122
Cl -0.8941 -4.7201 1.7548 0.562
H 3.4836 1.1481 0.0577 0.076
H 4.0879 0.5222 1.5595 0.052
H 4.8240 1.9687 0.8468 0.060
H 6.2552 -0.0740 0.3764 0.089
H 5.6277 0.6856 -1.0660 0.089
H 4.5115 -1.1717 -1.7497 0.104
H 5.4678 -2.0115 -0.5660 0.098
H 3.3854 -2.7947 -0.0629 0.116
H 3.6819 -1.5672 1.1506 0.090
H 1.7807 -2.0941 -2.5452 0.069
H -0.7020 -1.1232 -1.8160 0.051
H 0.5555 0.0982 -1.6224 0.098
H -1.2471 -0.7887 0.6710 0.102
H 0.1008 0.3349 0.7252 0.110
H -1.1680 2.1049 0.0177 0.026
H -2.4934 1.0832 0.5058 0.014
H -1.7681 -4.7781 -0.7927 0.052
H -1.2723 -3.2017 -1.4083 0.075
H -0.1715 -4.5761 -1.5420 0.071
O -3.6257 2.3324 -5.8484 0.113
C -3.9145 3.3815 -5.3577 -0.502
O -3.2508 4.5311 -5.6439 0.019
C -3.7503 5.6062 -4.8348 -0.161
C -5.1553 5.1806 -4.4227 -0.156
C -5.0089 3.6609 -4.3454 -0.087
H -3.0868 5.7272 -3.9760 0.127
H -3.7325 6.5189 -5.4266 0.120
H -5.4864 5.6456 -3.4962 0.112
H -5.8665 5.4460 -5.2070 0.113
H -4.6600 3.3352 -3.3641 0.074
H -5.9194 3.1310 -4.6093 0.124
O 3.2322 2.7456 2.9319 0.126
C 3.4897 2.3225 4.0181 -0.480
O 4.1710 1.1716 4.2266 0.026
C 4.2251 0.8703 5.6291 -0.150
C 4.0130 2.2058 6.3395 -0.152
C 3.1003 2.9284 5.3528 -0.076
H 3.4345 0.1520 5.8546 0.131
H 5.1884 0.4144 5.8457 0.122
H 3.5968 2.0943 7.3389 0.112
H 4.9622 2.7380 6.4251 0.113
H 2.0477 2.7006 5.5326 0.112
H 3.2453 4.0053 5.3306 0.122
O -1.2813 0.2117 6.5215 0.131
C -1.4811 1.2268 5.9279 -0.483
O -0.5046 2.1459 5.7081 0.004
C -1.0466 3.3145 5.0728 -0.159
C -2.3309 2.8416 4.4002 -0.147
C -2.7877 1.7303 5.3435 -0.073
H -1.2294 4.0709 5.8405 0.123
H -0.3121 3.6952 4.3665 0.124
H -3.0569 3.6401 4.2607 0.113
H -2.0986 2.4199 3.4218 0.116
H -3.4022 2.1100 6.1616 0.127
H -3.3107 0.9215 4.8417 0.127
O -3.2422 -5.9396 -2.9258 0.123
C -2.5088 -5.7164 -3.8428 -0.483
O -1.3966 -4.9563 -3.7360 0.016
C -0.7804 -4.7834 -5.0192 -0.145
C -1.2718 -5.9542 -5.8630 -0.157
C -2.6626 -6.1905 -5.2801 -0.080
H -1.0947 -3.8184 -5.4227 0.130
H 0.2975 -4.7708 -4.8798 0.129
H -1.2605 -5.7442 -6.9310 0.110
H -0.6436 -6.8281 -5.6831 0.115
H -3.4224 -5.5725 -5.7615 0.127
H -2.9741 -7.2310 -5.3030 0.119
```

# 2
Here is a molecular structure, C2H6N3O at a distorted geometry from OMol25. Energies are from the ωB97M-V functional and the def2-TZVPD basis.

- Net charge: +1
- Relative energy (zero: lowest compared OMol25 entry of this formula, charge and spin): 582.13 kJ/mol
- E_LUMO: -0.207 Ha
- Spin multiplicity: 1

Geometry as XYZ:
```
12
Properties=species:S:1:pos:R:3:nbo_charge:R:1
C -1.6779 0.4772 -0.4191 0.338
C -0.4771 -1.0002 0.4271 -0.221
N -1.6386 -0.7513 -0.3176 -0.400
N 0.1156 0.2353 0.7278 0.132
N 1.7156 0.5319 -0.1614 -0.725
O -0.7526 1.1066 0.2588 -0.258
H -2.5214 1.0726 -0.9910 0.266
H -0.7939 -1.3098 1.5303 0.314
H 0.1242 -1.8989 -0.0859 0.288
H 2.5577 0.5078 0.3617 0.425
H 1.6956 1.3963 -0.7185 0.434
H 1.6528 -0.3676 -0.6123 0.407
```

# 3
Here is 16 unconnected molecules or ions with the total composition H30IO15 at a distorted geometry from OMol25. Energies are from the ωB97M-V functional and the def2-TZVPD basis.

- Net charge: -1
- Relative energy (zero: lowest compared OMol25 entry of this formula, charge and spin): 0.00 kJ/mol
- E_LUMO: 0.081 Ha
- Spin multiplicity: 1

Geometry as XYZ:
```
46
Properties=species:S:1:pos:R:3:nbo_charge:R:1
I -0.5774 0.1650 0.8312 -0.937
O -3.4912 2.4978 0.3365 -0.976
H -2.6321 2.1473 0.5719 0.501
H -3.9665 2.5453 1.1660 0.468
O -5.6184 0.5137 -0.4947 -0.954
H -6.0475 1.2621 -0.0798 0.460
H -4.6931 0.7564 -0.5292 0.491
O 0.1338 -0.7388 4.9899 -0.957
H -0.6380 -0.3851 5.4319 0.474
H 0.3166 -0.1134 4.2888 0.495
O 1.9185 1.9532 -3.6260 -0.975
H 1.6159 2.0629 -2.7246 0.504
H 2.8724 2.0056 -3.5670 0.476
O -2.3324 -2.9980 -0.3352 -0.947
H -2.8686 -3.2120 -1.0988 0.462
H -2.4112 -2.0483 -0.2451 0.483
O 1.9469 1.6561 2.9634 -0.966
H 1.2361 1.3941 2.3782 0.485
H 2.7108 1.1767 2.6427 0.469
O -2.0815 1.3220 -2.5503 -0.975
H -2.4374 0.5433 -2.9783 0.492
H -1.7319 1.0004 -1.7193 0.493
O 0.7015 -0.3547 -4.1651 -0.976
H 0.9422 0.4464 -3.6997 0.501
H 0.8508 -0.1500 -5.0881 0.471
O 4.6039 -1.9820 1.9684 -0.973
H 3.8831 -1.8893 1.3455 0.500
H 4.3873 -1.3769 2.6778 0.453
O 1.5453 -2.9640 4.3915 -0.983
H 1.2238 -2.1472 4.7733 0.481
H 0.8680 -3.2189 3.7650 0.484
O 2.5663 -1.8118 -2.6351 -0.966
H 3.3558 -1.6763 -3.1591 0.468
H 1.8575 -1.4606 -3.1740 0.506
O 1.1119 2.9659 -0.9412 -0.991
H 0.8762 2.1347 -0.5291 0.483
H 0.2764 3.3411 -1.2195 0.498
O 2.7056 -1.5212 0.0285 -0.998
H 2.6805 -1.5832 -0.9264 0.500
H 1.9489 -0.9799 0.2537 0.482
O -1.4494 3.6981 -1.5975 -0.982
H -1.5981 2.8025 -1.9008 0.491
H -2.3114 4.0011 -1.3122 0.488
O -0.4538 -3.4852 1.9493 -0.962
H -0.4326 -2.5515 1.7397 0.485
H -1.3637 -3.7435 1.8027 0.475
```

# 4
Here is 2 unconnected molecules or ions with the total composition C5H4N2O at a distorted geometry from OMol25. Energies are from the ωB97M-V functional and the def2-TZVPD basis.

- ⟨S²⟩: 2.020
- Relative energy (zero: lowest compared OMol25 entry of this formula, charge and spin): 356.66 kJ/mol
- E_LUMO (alpha / beta): -0.041 / -0.169 Ha
- Spin multiplicity: 3

Geometry as XYZ:
```
12
Properties=species:S:1:pos:R:3:nbo_charge:R:1
C -2.6277 -1.5600 0.0454 -0.434
C -1.4899 -0.9352 -0.1675 0.542
C 3.1741 -0.4450 -0.0822 0.207
C 1.5861 1.8671 -0.1875 -0.285
C 2.1875 0.5770 0.0339 0.016
N 3.9005 -1.2958 -0.2831 -0.310
N 1.1426 0.8499 0.7944 -0.285
O -0.5844 -0.1681 -0.1948 -0.318
H -2.8466 -2.4859 0.4989 0.238
H 2.0828 2.8999 0.1883 0.196
H 0.9414 2.1227 -1.0828 0.204
H -3.4536 -1.1055 -0.5471 0.230
```

# 5
Here is 2 unconnected molecules or ions with the total composition C4H7I at a distorted geometry from OMol25. Energies are from the ωB97M-V functional and the def2-TZVPD basis.

- Relative energy (zero: lowest compared OMol25 entry of this formula, charge and spin): 464.20 kJ/mol
- E_LUMO (alpha / beta): -0.033 / -0.023 Ha
- Spin multiplicity: 1

Geometry as XYZ:
```
12
Properties=species:S:1:pos:R:3:nbo_charge:R:1
C 0.1593 -1.1101 0.8029 -0.521
C 0.4262 -1.2210 -0.6330 -0.112
C 0.8397 -0.0323 0.0184 -0.068
C 0.4211 1.4190 0.1303 -0.621
I 3.0945 0.0205 -0.0374 -0.002
H -0.7573 -0.9806 1.3974 0.240
H 0.7108 -1.6772 1.4944 0.222
H 0.8940 -2.0329 -1.1102 0.226
H -1.4763 -0.3863 -1.4562 -0.034
H -0.5857 1.6065 0.3305 0.224
H 0.7839 1.9036 -0.7502 0.224
H 0.8929 1.7464 0.9747 0.222
```

# 6
Here is 2 unconnected molecules or ions with the total composition C3H10FN2 at a distorted geometry from OMol25. Energies are from the ωB97M-V functional and the def2-TZVPD basis.

- Net charge: +1
- Relative energy (zero: lowest compared OMol25 entry of this formula, charge and spin): 269.67 kJ/mol
- E_LUMO: -0.126 Ha
- Spin multiplicity: 1

Geometry as XYZ:
```
16
Properties=species:S:1:pos:R:3:nbo_charge:R:1
C -1.6553 0.9216 -0.6631 -0.724
C 1.1301 0.2910 -0.3141 -0.531
C -1.1293 -0.2514 0.0111 0.764
N -1.4076 -0.5406 1.3000 -0.790
N 2.1826 -0.5835 0.1618 -0.680
F -0.9408 -1.3785 -0.7738 -0.339
H -0.9401 1.1948 -1.3149 0.260
H -1.8283 1.7570 -0.0022 0.253
H -2.3611 0.5780 -1.3561 0.272
H 1.1099 1.2328 0.1580 0.187
H 1.3937 0.3141 -1.4252 0.183
H -1.8392 0.1513 1.8629 0.418
H -0.9649 -1.3180 1.8434 0.425
H 3.0873 -0.1556 0.0321 0.422
H 2.0714 -1.3207 -0.6131 0.459
H 2.0918 -0.8924 1.0932 0.422
```

M across the listed records, respectively: 724.24 88.09 397.13 108.10 182.00 93.12 g mol⁻¹.